<A>
{"formula": "C3H13N2O", "method": "ωB97M-V/def2-TZVPD", "species": ["C", "C", "C", "N", "N", "H", "H", "H", "H", "H", "H", "H", "H", "H", "H", "H", "H", "H", "O"], "coordinates": [[-1.093, 0.222, -1.185], [-1.004, 0.832, 0.202], [0.355, 1.481, 0.501], [1.505, 0.527, 0.273], [-0.016, -0.808, -1.391], [-0.939, 0.997, -1.938], [-2.078, -0.198, -1.379], [-1.277, 0.177, 1.018], [-1.719, 1.651, 0.225], [0.517, 2.342, -0.143], [0.354, 1.804, 1.532], [1.910, 0.164, 1.127], [2.241, 0.997, -0.253], [0.203, -0.867, -2.380], [1.061, -0.254, -0.414], [-0.370, -1.726, -1.145], [-0.334, -2.963, 1.392], [0.557, -2.247, 2.406], [0.128, -2.130, 1.552]], "nbo_charge": [-0.228, -0.440, -0.220, -0.738, -0.833, 0.204, 0.218, 0.238, 0.246, 0.216, 0.229, 0.429, 0.422, 0.395, 0.464, 0.394, 0.488, 0.485, -0.970], "lumo_energy_ev": -2.94, "orbital_gap_ev": 11.501, "homo_energy_ev": -14.44, "charge": 1}

=====

<B>
{"formula": "C3H13N2O", "method": "ωB97M-V/def2-TZVPD", "species": ["C", "N", "C", "N", "C", "H", "H", "H", "H", "H", "H", "H", "H", "H", "H", "H", "H", "H", "O"], "coordinates": [[0.942, 1.829, -1.251], [0.193, 0.759, -2.168], [1.316, 1.270, 0.116], [0.501, -0.091, 0.290], [-0.433, -0.175, 1.512], [1.717, 2.135, -1.940], [0.265, 2.817, -1.078], [0.840, 0.107, -2.543], [-0.434, 1.249, -2.874], [2.360, 1.142, 0.300], [0.803, 1.996, 0.763], [1.127, -0.874, -0.052], [-0.144, -0.109, -0.504], [-0.940, -1.151, 1.356], [0.222, -0.047, 2.379], [-1.167, 0.736, 1.612], [-3.178, -3.615, 1.461], [-1.732, -4.346, 1.485], [-2.258, -3.630, 1.136]], "nbo_charge": [-0.265, -0.900, -0.236, -0.558, -0.423, 0.234, 0.227, 0.374, 0.416, 0.242, 0.236, 0.443, 0.465, 0.265, 0.230, 0.247, 0.493, 0.486, -0.977], "lumo_energy_ev": -3.18, "orbital_gap_ev": 10.787, "homo_energy_ev": -13.97, "charge": 1}

=====

Unit: hartree. Relative energies: <A> 0.0000; <B> 0.0801.

=====

<A>
{"formula": "C5H5NO2", "method": "ωB97M-V/def2-TZVPD", "species": ["C", "C", "C", "C", "C", "N", "O", "O", "H", "H", "H", "H", "H"], "coordinates": [[0.059, 0.341, 0.090], [0.708, -0.951, 0.248], [2.719, 0.158, 0.030], [-1.024, 1.074, -0.069], [-0.051, -2.042, 0.283], [2.083, 1.259, 0.422], [3.819, 0.076, -0.396], [2.031, -1.014, 0.177], [-1.042, 2.240, 0.040], [-1.982, 0.508, -0.458], [0.476, -2.928, 0.433], [-1.205, -2.162, 0.084], [2.098, 2.035, -0.266]], "nbo_charge": [0.268, 0.171, 0.826, -0.496, -0.402, -0.692, -0.578, -0.466, 0.278, 0.261, 0.217, 0.224, 0.389], "lumo_energy_ev": [-0.90, -0.90], "orbital_gap_ev": [8.622, 8.623], "homo_energy_ev": [-9.52, -9.52]}

=====

<B>
{"formula": "C5H5NO2", "method": "ωB97M-V/def2-TZVPD", "species": ["C", "C", "C", "C", "C", "H", "H", "H", "H", "H", "N", "O", "O"], "coordinates": [[0.927, 1.576, 0.923], [0.332, 0.525, 0.378], [0.564, -0.039, -0.983], [-1.294, -1.179, 0.019], [-0.576, -0.378, 1.039], [0.858, 1.735, 2.069], [1.659, 2.141, 0.332], [1.498, -0.654, -1.194], [0.648, 0.579, -1.985], [-1.172, -1.081, -1.972], [-0.652, -0.833, -1.125], [-2.097, -2.039, 0.231], [-0.695, -0.353, 2.266]], "nbo_charge": [-0.264, -0.167, -0.242, 0.560, 0.421, 0.238, 0.206, 0.213, 0.215, 0.418, -0.598, -0.537, -0.463], "smiles": "C=C1CNC(=O)C1=O", "lumo_energy_ev": -0.77, "orbital_gap_ev": 8.929, "homo_energy_ev": -9.70}

=====

<C>
{"formula": "C5H5NO2", "method": "ωB97M-V/def2-TZVPD", "species": ["C", "C", "C", "C", "C", "H", "H", "H", "H", "H", "N", "O", "O"], "coordinates": [[1.011, 2.319, -0.169], [0.542, 0.982, 0.025], [-0.504, -0.879, 0.336], [-0.260, -1.193, -1.562], [0.391, -0.221, -0.617], [1.313, 2.625, -1.207], [1.792, 2.456, 0.624], [0.080, 3.088, 0.252], [0.637, -1.826, -1.986], [-0.729, -0.822, -2.485], [-0.517, -0.478, 1.547], [0.317, 0.754, 1.290], [-1.137, -1.781, -0.553]], "nbo_charge": [-0.665, 0.358, 0.468, -0.075, -0.273, 0.245, 0.256, 0.245, 0.201, 0.203, -0.164, -0.341, -0.458], "lumo_energy_ev": 0.67, "orbital_gap_ev": 10.074, "homo_energy_ev": -9.40}

=====

Unit: hartree. Relative energies: <A> 0.1087; <B> 0.0000; <C> 0.1444.

=====

<A>
{"formula": "C3H14O3S", "method": "ωB97M-V/def2-TZVPD", "species": ["C", "C", "C", "S", "H", "H", "H", "H", "H", "H", "H", "H", "H", "H", "O", "H", "H", "O", "H", "H", "O"], "coordinates": [[0.740, 0.653, 2.173], [1.821, 0.193, 1.130], [1.176, -0.004, -0.314], [2.309, -0.042, -1.788], [1.031, 0.491, 3.232], [0.423, 1.716, 2.025], [-0.243, 0.096, 1.925], [2.362, -0.749, 1.455], [2.660, 0.902, 1.101], [0.565, -0.914, -0.372], [0.547, 0.851, -0.533], [3.116, -1.094, -1.550], [-0.952, -0.140, -2.197], [-0.866, -1.576, -2.890], [-1.033, -1.107, -2.061], [-2.572, -2.038, 0.468], [-1.957, -1.086, -0.430], [-2.440, -1.082, 0.426], [-2.255, 0.911, -0.188], [-2.295, 2.469, -0.700], [-2.137, 1.551, -0.911]], "nbo_charge": [-0.626, -0.413, -0.505, -0.085, 0.219, 0.205, 0.218, 0.200, 0.207, 0.231, 0.220, 0.122, 0.506, 0.495, -0.983, 0.475, 0.493, -0.978, 0.506, 0.486, -0.992], "smiles": "CCCS.O.O.O", "lumo_energy_ev": 0.57, "orbital_gap_ev": 9.497, "homo_energy_ev": -8.93}

=====

<B>
{"formula": "C3H14O3S", "method": "ωB97M-V/def2-TZVPD", "species": ["C", "C", "S", "C", "H", "H", "H", "H", "H", "H", "H", "H", "H", "H", "O", "H", "H", "O", "H", "H", "O"], "coordinates": [[-2.252, -1.691, -1.012], [-2.323, -0.248, -1.595], [-0.711, 0.541, -1.855], [0.150, 1.035, -0.295], [-2.734, -1.878, -0.026], [-1.282, -2.106, -0.880], [-2.895, -2.444, -1.491], [-3.093, 0.322, -1.019], [-2.729, -0.137, -2.568], [1.082, 1.615, -0.414], [-0.364, 1.860, 0.211], [0.272, 0.235, 0.426], [-0.126, 0.086, 3.362], [-1.049, -0.648, 2.298], [-0.202, -0.087, 2.359], [1.988, -0.112, 2.571], [3.222, -0.584, 1.954], [2.858, 0.256, 2.300], [3.260, 1.558, -2.205], [3.688, 0.846, -0.921], [3.242, 1.582, -1.196]], "nbo_charge": [-0.642, -0.544, 0.154, -0.771, 0.199, 0.219, 0.217, 0.213, 0.231, 0.278, 0.208, 0.228, 0.481, 0.487, -0.960, 0.472, 0.458, -0.933, 0.472, 0.463, -0.931], "smiles": "CCSC.O.O.O", "lumo_energy_ev": 0.28, "orbital_gap_ev": 8.433, "homo_energy_ev": -8.15}

=====

Unit: hartree. Relative energies: <A> 0.0000; <B> 0.0497.

=====

<A>
{"formula": "C7H11NO", "method": "ωB97M-V/def2-TZVPD", "species": ["C", "C", "C", "C", "C", "C", "C", "H", "H", "H", "H", "H", "H", "H", "H", "H", "H", "H", "N", "O"], "coordinates": [[1.778, 0.988, -0.382], [0.959, -0.293, 0.053], [0.190, -0.441, 1.313], [-0.360, -1.641, 0.374], [-1.262, 0.514, -0.342], [-2.382, -0.134, 0.447], [-1.046, 0.378, 1.242], [1.455, 0.410, -2.204], [1.208, 1.799, -0.436], [2.812, 1.006, 0.224], [1.776, -0.974, -0.469], [0.423, -0.826, 2.407], [-1.241, -2.085, 0.283], [0.424, -2.258, -0.108], [-1.319, 1.555, -0.625], [-2.848, 0.821, 0.778], [-3.011, -1.134, 0.483], [-1.497, 1.364, 1.933], [-0.358, -0.560, -0.751], [2.134, 1.003, -1.655]], "nbo_charge": [-0.057, -0.107, -0.283, -0.211, -0.097, -0.452, -0.257, 0.477, 0.164, 0.162, 0.225, 0.251, 0.193, 0.215, 0.235, 0.216, 0.250, 0.234, -0.438, -0.720], "lumo_energy_ev": 0.97, "orbital_gap_ev": 9.633, "homo_energy_ev": -8.67}

=====

<B>
{"formula": "C7H11NO", "method": "ωB97M-V/def2-TZVPD", "species": ["N", "C", "C", "C", "C", "C", "C", "C", "H", "H", "H", "H", "H", "H", "H", "H", "H", "O", "H", "H"], "coordinates": [[-1.420, -0.145, -0.369], [-0.235, 0.007, -0.295], [1.155, -0.397, 0.002], [1.308, -1.190, 1.273], [1.296, -0.554, 2.630], [2.525, -1.303, 2.180], [2.301, -2.809, 2.326], [1.061, -2.696, 1.393], [1.520, -0.979, -0.859], [1.766, 0.518, 0.049], [1.388, 0.533, 2.634], [0.655, -0.961, 3.418], [3.491, -0.805, 2.082], [3.105, -3.409, 1.884], [2.114, -3.166, 3.350], [0.088, -2.991, 1.812], [1.213, -3.220, 0.441], [-0.821, 2.247, -0.156], [-0.358, 2.327, 0.685], [-1.740, 1.507, -0.197]], "nbo_charge": [-0.441, 0.415, -0.514, -0.036, -0.415, -0.212, -0.393, -0.389, 0.256, 0.252, 0.220, 0.216, 0.220, 0.213, 0.203, 0.210, 0.211, -1.004, 0.465, 0.523], "smiles": "N#CC[C@@]12CC[C@@H]1C2.O", "lumo_energy_ev": 0.73, "orbital_gap_ev": 10.472, "homo_energy_ev": -9.74}

=====

<C>
{"formula": "C7H11NO", "method": "ωB97M-V/def2-TZVPD", "species": ["C", "C", "C", "C", "C", "C", "C", "N", "O", "H", "H", "H", "H", "H", "H", "H", "H", "H", "H", "H"], "coordinates": [[-0.490, 0.147, 2.187], [-1.353, -1.447, -0.860], [1.019, 1.609, -0.065], [-0.877, -0.041, -0.775], [0.576, 0.149, -0.068], [1.541, -0.702, -0.832], [0.342, -0.390, 1.313], [-1.549, 0.891, -1.253], [1.767, -1.867, -0.619], [-1.202, 1.841, -1.183], [2.022, -0.175, -1.682], [-0.632, -0.290, 3.167], [-1.014, 1.071, 2.007], [0.831, -1.336, 1.510], [-1.403, -1.899, 0.131], [-2.335, -1.464, -1.331], [-0.655, -2.035, -1.458], [0.325, 2.241, 0.488], [1.998, 1.697, 0.404], [1.089, 1.999, -1.082]], "nbo_charge": [-0.383, -0.692, -0.608, 0.386, -0.305, 0.460, -0.171, -0.634, -0.517, 0.346, 0.114, 0.207, 0.191, 0.227, 0.238, 0.239, 0.236, 0.224, 0.227, 0.215], "smiles": "[H]/N=C(/C)[C@@](C)(C=C)C=O", "lumo_energy_ev": 0.73, "orbital_gap_ev": 10.119, "homo_energy_ev": -9.39}

=====

Unit: hartree. Relative energies: <A> 0.2635; <B> 0.0797; <C> 0.0000.

=====

<A>
{"formula": "C7H11NO", "method": "ωB97M-V/def2-TZVPD", "species": ["C", "C", "C", "C", "C", "C", "C", "N", "O", "H", "H", "H", "H", "H", "H", "H", "H", "H", "H", "H"], "coordinates": [[2.823, 0.170, 0.491], [1.845, -0.933, 0.147], [2.550, -0.400, -0.882], [-1.979, 0.142, -1.048], [-1.481, -1.143, -0.487], [-0.909, 0.165, 0.089], [-1.363, 0.648, 1.473], [0.218, 0.648, -0.676], [0.649, 1.731, -0.331], [2.482, 1.117, 0.754], [3.827, 0.036, 0.809], [1.333, -1.895, 0.256], [2.413, -0.363, -1.899], [-1.540, 0.411, -2.049], [-3.031, 0.614, -1.040], [-2.237, -1.700, 0.153], [-0.960, -1.697, -1.239], [-1.883, -0.051, 2.075], [-2.082, 1.429, 1.254], [-0.674, 1.070, 2.151]], "nbo_charge": [-0.404, -0.228, -0.126, -0.394, -0.422, 0.019, -0.637, 0.112, -0.364, 0.194, 0.187, 0.241, 0.223, 0.229, 0.231, 0.230, 0.231, 0.221, 0.219, 0.237], "smiles": "CC1(N=O)CC1.C1=CC1", "lumo_energy_ev": 0.56, "orbital_gap_ev": 8.931, "homo_energy_ev": -8.37}

=====

<B>
{"formula": "C7H11NO", "method": "ωB97M-V/def2-TZVPD", "species": ["C", "C", "C", "O", "H", "H", "H", "H", "H", "H", "C", "C", "N", "C", "C", "H", "H", "H", "H", "H"], "coordinates": [[-0.029, 2.176, -0.064], [0.958, 0.501, 0.274], [1.174, 0.321, 1.583], [-0.382, 2.234, -1.283], [-0.671, 0.748, -1.884], [0.802, 2.825, 0.255], [-0.816, 2.044, 0.699], [1.811, 0.524, -0.403], [0.342, 0.260, 2.277], [2.169, 0.292, 2.011], [0.416, -2.044, -0.388], [-0.266, -0.690, -0.532], [-0.432, -0.279, -1.840], [-1.458, -0.557, 0.270], [-2.428, -0.425, 0.964], [0.372, -0.486, -2.421], [-0.193, -2.800, -0.887], [1.403, -2.023, -0.851], [0.526, -2.309, 0.660], [-3.297, -0.311, 1.560]], "nbo_charge": [0.162, -0.299, -0.312, -0.656, 0.433, 0.145, 0.142, 0.201, 0.197, 0.198, -0.612, 0.160, -0.792, -0.044, -0.200, 0.365, 0.232, 0.215, 0.228, 0.238], "lumo_energy_ev": [-0.58, -0.58], "orbital_gap_ev": [8.384, 8.385], "homo_energy_ev": [-8.97, -8.97]}

=====

<C>
{"formula": "C7H11NO", "method": "ωB97M-V/def2-TZVPD", "species": ["C", "C", "C", "C", "C", "C", "C", "N", "O", "H", "H", "H", "H", "H", "H", "H", "H", "H", "H", "H"], "coordinates": [[1.785, -1.115, 1.493], [0.886, 0.640, -1.362], [-0.076, 0.814, -0.499], [0.756, -2.115, 1.056], [-0.538, -1.268, 0.977], [0.028, 0.122, 1.018], [-1.682, 2.090, -1.666], [1.407, 0.082, 1.443], [-1.285, 1.412, -0.490], [2.681, -1.431, 2.041], [0.854, 0.967, -2.404], [1.831, 0.100, -1.135], [0.965, -2.416, 0.085], [0.742, -2.879, 1.745], [-1.111, -1.289, 0.144], [-1.215, -1.532, 1.938], [-0.577, 0.838, 1.474], [-1.032, 1.783, -2.499], [-1.634, 3.175, -1.510], [-2.785, 2.023, -1.849]], "nbo_charge": [0.122, -0.578, 0.357, -0.487, -0.398, -0.111, -0.261, -0.386, -0.515, 0.189, 0.200, 0.230, 0.223, 0.216, 0.217, 0.198, 0.215, 0.190, 0.184, 0.195], "smiles": "C=C(OC)[C@H]1CCC=N1", "lumo_energy_ev": 0.99, "orbital_gap_ev": 9.955, "homo_energy_ev": -8.97}

=====

Unit: hartree. Relative energies: <A> 0.1821; <B> 0.1006; <C> 0.0000.

=====

<A>
{"formula": "C6H8", "method": "ωB97M-V/def2-TZVPD", "species": ["C", "C", "C", "C", "C", "C", "H", "H", "H", "H", "H", "H", "H", "H"], "coordinates": [[-1.499, 0.470, 0.049], [-0.300, 0.464, -0.854], [1.035, 0.832, -0.194], [1.385, -0.394, 0.626], [0.367, -1.253, 0.677], [-0.760, -0.823, -0.206], [-1.404, 0.986, 1.002], [-2.489, 0.541, -0.395], [-0.411, 0.609, -1.925], [0.900, 1.680, 0.494], [1.807, 1.136, -0.909], [2.333, -0.507, 1.146], [0.342, -2.171, 1.256], [-1.292, -1.580, -0.775]], "nbo_charge": [-0.404, -0.224, -0.443, -0.185, -0.196, -0.267, 0.211, 0.217, 0.220, 0.214, 0.215, 0.209, 0.214, 0.219], "smiles": "C1=C[C@H]2C[C@H]2C1", "lumo_energy_ev": 1.26, "orbital_gap_ev": 10.033, "homo_energy_ev": -8.78}

=====

<B>
{"formula": "C6H8", "method": "ωB97M-V/def2-TZVPD", "species": ["C", "C", "C", "C", "C", "C", "H", "H", "H", "H", "H", "H", "H", "H"], "coordinates": [[0.636, -1.679, -0.014], [-0.703, -1.678, -0.017], [0.671, -0.145, 0.124], [-0.652, -0.162, -0.016], [1.736, 0.839, 0.008], [-1.730, 0.826, 0.024], [1.471, -2.251, 0.208], [-1.314, -2.438, -0.410], [2.204, 0.683, -1.026], [2.590, 0.805, 0.722], [1.174, 1.867, -0.111], [-2.048, 0.941, 1.066], [-2.671, 0.537, -0.457], [-1.365, 1.854, -0.100]], "nbo_charge": [-0.162, -0.230, -0.044, 0.007, -0.654, -0.669, 0.196, 0.207, 0.218, 0.227, 0.222, 0.227, 0.228, 0.227], "lumo_energy_ev": 0.66, "orbital_gap_ev": 7.726, "homo_energy_ev": -7.07}

=====

Unit: hartree. Relative energies: <A> 0.0000; <B> 0.1134.